(1)
# C30H79N5O9

7 unconnected molecules or ions with the total composition C30H79N5O9 (wB97M-V/def2-TZVPD, the Open Molecules 2025 dataset).

Geometry as ORCA input:
```
! RIJCOSX wB97M-V def2-TZVPD def2/J DEFGRID3
* xyz 0 1
C 6.17 -1.69 4.10
C 4.95 -1.47 3.18
C 4.95 -2.49 2.04
O 3.74 -1.61 3.92
H 6.28 -2.78 4.17
H 5.98 -1.31 5.10
H 7.07 -1.21 3.73
H 4.95 -0.49 2.72
H 5.80 -2.40 1.36
H 4.00 -2.51 1.50
H 5.03 -3.50 2.45
H 3.80 -2.44 4.40
C 1.46 -1.07 0.76
C 0.20 -0.17 0.72
C -0.14 0.09 -0.73
O -0.80 -0.94 1.36
H 1.90 -1.07 1.76
H 2.16 -0.60 0.05
H 1.21 -2.06 0.41
H 0.42 0.75 1.26
H 0.58 0.70 -1.29
H -1.09 0.60 -0.87
H -0.21 -0.86 -1.26
H -1.03 -0.54 2.21
C 2.60 5.48 -8.50
O 2.35 4.52 -7.48
C 2.67 3.20 -7.83
C 2.30 2.27 -6.69
N 0.90 2.43 -6.34
C 0.67 1.92 -4.98
C -0.81 2.00 -4.69
O -1.09 1.45 -3.43
C -2.42 1.36 -3.04
H 2.76 6.49 -8.16
H 1.74 5.38 -9.17
H 3.33 5.05 -9.20
H 3.73 3.13 -8.09
H 2.15 2.83 -8.72
H 2.99 2.43 -5.85
H 2.46 1.27 -7.09
H 0.74 3.44 -6.29
H 1.20 2.52 -4.24
H 0.94 0.86 -4.87
H -1.42 1.57 -5.49
H -1.18 3.05 -4.71
H -2.52 0.88 -2.07
H -3.08 0.79 -3.70
H -2.82 2.37 -2.89
C -1.49 -0.10 4.29
O -0.91 1.04 3.69
C -0.40 2.01 4.55
C 0.30 3.10 3.76
N -0.65 4.09 3.21
C -1.75 3.52 2.44
C -2.34 4.61 1.55
O -1.38 5.02 0.57
C -1.53 4.31 -0.64
H -1.80 0.04 5.33
H -0.76 -0.92 4.28
H -2.31 -0.42 3.64
H 0.39 1.66 5.23
H -1.19 2.46 5.16
H 0.76 2.49 2.96
H 1.12 3.60 4.27
H -0.13 4.70 2.58
H -2.52 3.26 3.17
H -1.49 2.67 1.81
H -2.61 5.57 2.00
H -3.30 4.29 1.13
H -0.75 4.67 -1.31
H -2.49 4.40 -1.18
H -1.41 3.23 -0.50
C -3.91 -1.16 -1.17
C -4.46 -1.88 0.04
C -5.75 -2.68 -0.18
O -6.87 -1.82 -0.18
C -8.08 -2.57 -0.39
N -3.42 -2.81 0.48
H -4.65 -0.44 -1.55
H -3.53 -1.78 -1.98
H -3.09 -0.51 -0.88
H -4.74 -1.10 0.77
H -5.87 -3.46 0.58
H -5.62 -3.18 -1.15
H -8.38 -2.89 0.62
H -7.93 -3.41 -1.05
H -8.82 -1.85 -0.73
H -3.44 -3.03 1.47
H -2.52 -2.37 0.33
C 3.77 0.76 -3.30
C 4.60 1.24 -2.12
C 4.00 0.83 -0.76
O 3.30 1.96 -0.28
C 2.88 1.89 1.07
N 5.94 0.60 -2.21
H 2.83 1.32 -3.32
H 3.59 -0.30 -3.44
H 4.29 1.08 -4.21
H 4.76 2.32 -2.14
H 4.84 0.68 -0.07
H 3.34 -0.04 -0.82
H 2.18 1.06 1.23
H 2.33 2.81 1.25
H 3.74 1.78 1.72
H 6.50 1.03 -1.48
H 6.32 0.87 -3.11
C -3.74 -5.95 5.12
C -3.13 -5.55 3.77
C -1.80 -4.88 4.00
O -1.10 -4.68 2.78
C 0.09 -3.93 2.99
N -2.95 -6.83 3.06
H -3.06 -6.45 5.81
H -4.61 -6.60 5.03
H -4.12 -5.02 5.57
H -3.80 -4.96 3.14
H -1.24 -5.64 4.57
H -1.85 -3.96 4.59
H 0.81 -4.40 3.66
H -0.23 -2.93 3.29
H 0.51 -3.78 1.99
H -2.22 -6.78 2.35
H -2.64 -7.56 3.70
*
```

As for the SMILES: COC[C@H](C)N.COC[C@H](C)N.COC[C@H](C)N.COCCNCCOC.COCCNCCOC.CC(C)O.CC(C)O. As for the energy above the lowest of the compared OMol25 structures with the same formula, charge and spin: 0.000 eV. As for the energy: -58263.0878 eV.

---

(2)
# C30H80NO11

10 unconnected molecules or ions with the total composition C30H80NO11 (wB97M-V/def2-TZVPD, the Open Molecules 2025 dataset).

Geometry as ORCA input:
```
! RIJCOSX wB97M-V def2-TZVPD def2/J DEFGRID3
* xyz 1 1
N 6.54 -0.64 0.82
C 5.79 0.62 1.15
C 4.55 0.86 0.26
O 3.39 0.93 1.06
C 2.66 -0.21 1.19
O 2.49 -1.01 0.32
H 5.95 -1.44 0.58
H 7.08 -0.92 1.64
H 7.24 -0.50 0.08
H 5.47 0.57 2.19
H 6.49 1.44 1.04
H 4.67 1.84 -0.21
H 4.48 0.14 -0.55
H 2.19 -0.34 2.17
C 6.38 -4.81 -0.60
C 7.11 -3.65 -1.28
C 7.65 -4.03 -2.64
O 8.16 -3.18 -0.42
H 7.07 -5.64 -0.43
H 5.99 -4.51 0.37
H 5.55 -5.16 -1.21
H 6.42 -2.81 -1.40
H 8.39 -4.83 -2.56
H 8.15 -3.17 -3.09
H 6.85 -4.35 -3.30
H 8.77 -3.91 -0.29
C 5.99 0.33 -5.45
C 6.77 -0.97 -5.41
C 6.77 -1.65 -6.77
O 6.22 -1.85 -4.42
H 4.94 0.15 -5.71
H 6.00 0.81 -4.46
H 6.41 1.03 -6.17
H 7.80 -0.78 -5.10
H 5.74 -1.90 -7.07
H 7.33 -2.59 -6.73
H 7.21 -1.01 -7.54
H 5.31 -2.04 -4.67
C -0.28 2.57 4.57
C 0.12 1.37 3.73
C -0.58 1.37 2.38
O -0.16 0.15 4.42
H -1.36 2.55 4.77
H 0.23 2.55 5.53
H -0.04 3.51 4.07
H 1.21 1.38 3.58
H -1.66 1.32 2.51
H -0.28 0.51 1.78
H -0.35 2.28 1.81
H -1.12 0.12 4.56
C 1.41 -1.58 -3.01
C 1.77 -2.67 -4.00
C 1.17 -4.01 -3.60
O 3.19 -2.78 -4.10
H 1.80 -1.81 -2.02
H 1.85 -0.63 -3.32
H 0.33 -1.45 -2.94
H 1.42 -2.40 -5.00
H 1.55 -4.32 -2.62
H 1.45 -4.79 -4.31
H 0.08 -3.96 -3.55
H 3.52 -3.02 -3.22
C -5.03 1.03 2.06
C -5.23 1.84 3.33
C -6.28 2.92 3.15
O -3.98 2.42 3.73
H -4.69 1.68 1.25
H -4.27 0.26 2.21
H -5.96 0.54 1.75
H -5.52 1.18 4.14
H -5.97 3.62 2.36
H -6.40 3.49 4.07
H -7.24 2.50 2.87
H -3.70 3.01 3.02
C -4.80 -4.58 3.06
C -4.28 -3.20 2.70
C -2.76 -3.14 2.73
O -4.83 -2.22 3.59
H -4.49 -4.85 4.08
H -5.89 -4.60 3.04
H -4.42 -5.34 2.38
H -4.64 -2.93 1.70
H -2.39 -3.37 3.73
H -2.41 -2.14 2.46
H -2.33 -3.86 2.03
H -4.54 -2.43 4.48
C -1.57 7.21 7.77
C -1.49 6.02 6.83
C -1.82 4.72 7.56
O -0.19 5.93 6.25
H -0.85 7.11 8.59
H -1.33 8.13 7.24
H -2.57 7.31 8.20
H -2.18 6.16 6.00
H -1.11 4.54 8.36
H -1.76 3.88 6.87
H -2.82 4.74 7.99
H 0.44 5.81 6.97
C -5.59 -0.82 -2.42
C -4.87 -1.32 -1.18
C -3.58 -0.55 -0.94
O -4.60 -2.72 -1.28
H -4.96 -0.97 -3.31
H -6.51 -1.39 -2.58
H -5.83 0.23 -2.35
H -5.52 -1.21 -0.31
H -2.88 -0.69 -1.77
H -3.08 -0.92 -0.04
H -3.77 0.51 -0.82
H -4.02 -2.85 -2.04
C -3.98 3.05 -5.37
C -5.21 2.15 -5.42
C -6.23 2.67 -6.42
O -5.79 2.04 -4.13
H -4.26 4.06 -5.05
H -3.26 2.67 -4.65
H -3.49 3.12 -6.34
H -4.90 1.14 -5.70
H -6.57 3.67 -6.13
H -7.10 2.01 -6.45
H -5.80 2.73 -7.43
H -6.08 2.92 -3.85
*
```

As for the energy above the lowest of the compared OMol25 structures with the same formula, charge and spin: 0.000 eV. As for the energy: -56413.2993 eV.

---

(3)
# C30H80O10

10 unconnected molecules or ions with the total composition C30H80O10 (wB97M-V/def2-TZVPD, the Open Molecules 2025 dataset).

Geometry as ORCA input:
```
! RIJCOSX wB97M-V def2-TZVPD def2/J DEFGRID3
* xyz 0 1
C -2.96 6.08 0.16
C -2.71 5.06 1.33
C -2.18 3.72 0.85
O -1.84 5.60 2.32
H -2.02 6.44 -0.25
H -3.52 6.94 0.54
H -3.62 5.60 -0.56
H -3.71 4.89 1.75
H -1.21 3.83 0.38
H -2.81 3.30 0.06
H -2.05 3.01 1.67
H -1.67 4.89 2.95
C -2.57 -3.33 -1.18
C -2.66 -3.59 0.35
C -1.75 -4.69 0.80
O -2.31 -2.50 1.07
H -2.76 -4.26 -1.72
H -1.52 -3.09 -1.35
H -3.20 -2.52 -1.56
H -3.70 -3.81 0.62
H -1.77 -4.85 1.88
H -0.73 -4.33 0.69
H -1.96 -5.68 0.40
H -3.02 -2.30 1.69
C 0.53 -1.00 -0.24
C -0.40 0.15 -0.07
C -1.21 0.35 -1.35
O -1.22 -0.16 1.00
H -0.01 -1.95 -0.25
H 1.33 -1.03 0.50
H 1.03 -0.84 -1.20
H 0.19 1.05 0.12
H -1.73 1.30 -1.38
H -2.04 -0.34 -1.40
H -0.55 0.33 -2.22
H -1.67 -0.99 0.81
C -5.57 1.97 1.86
C -5.85 1.08 0.64
C -4.63 0.88 -0.22
O -6.26 -0.20 1.16
H -5.10 2.90 1.55
H -4.80 1.56 2.51
H -6.53 2.14 2.36
H -6.69 1.48 0.06
H -4.80 0.13 -1.00
H -3.79 0.52 0.38
H -4.27 1.81 -0.65
H -6.82 -0.63 0.52
C 1.43 -4.30 -1.68
C 1.21 -5.58 -2.47
C 0.08 -5.58 -3.54
O 2.45 -5.81 -3.08
H 0.58 -4.18 -1.01
H 1.49 -3.39 -2.27
H 2.34 -4.38 -1.08
H 0.99 -6.36 -1.74
H 0.17 -4.69 -4.18
H -0.94 -5.64 -3.16
H 0.21 -6.50 -4.11
H 3.12 -5.82 -2.39
C 2.13 3.68 -1.84
C 2.69 2.95 -3.06
C 3.49 1.66 -2.67
O 1.71 2.63 -3.99
H 1.46 3.03 -1.28
H 1.55 4.53 -2.20
H 2.86 4.03 -1.11
H 3.32 3.64 -3.61
H 2.77 0.89 -2.41
H 4.11 1.71 -1.77
H 4.05 1.21 -3.49
H 2.10 2.30 -4.81
C 5.19 3.09 1.32
C 4.82 2.21 2.53
C 4.56 0.74 2.08
O 5.97 2.14 3.42
H 4.46 3.09 0.51
H 6.17 2.88 0.89
H 5.28 4.13 1.62
H 3.98 2.57 3.14
H 3.68 0.49 1.49
H 4.51 0.07 2.94
H 5.43 0.48 1.47
H 6.74 1.82 2.93
C -2.27 1.77 -4.69
C -3.54 2.24 -3.87
C -3.39 3.65 -3.34
O -4.65 2.07 -4.69
H -1.34 1.77 -4.13
H -2.05 2.45 -5.52
H -2.54 0.80 -5.10
H -3.66 1.56 -3.03
H -2.55 3.72 -2.65
H -4.25 4.05 -2.80
H -3.19 4.40 -4.10
H -4.61 1.15 -4.96
C 4.72 -5.15 2.55
C 3.81 -4.19 1.82
C 3.85 -2.85 2.54
O 4.33 -4.01 0.51
H 4.45 -5.23 3.61
H 5.75 -4.83 2.45
H 4.66 -6.16 2.14
H 2.78 -4.55 1.83
H 3.14 -2.21 2.03
H 4.85 -2.42 2.44
H 3.50 -2.89 3.56
H 4.49 -4.86 0.10
C 1.67 0.97 4.64
C 0.80 0.37 3.49
C 0.64 -1.16 3.48
O -0.46 1.00 3.39
H 2.15 1.90 4.32
H 2.53 0.33 4.81
H 1.13 1.08 5.58
H 1.34 0.58 2.57
H 0.02 -1.51 4.31
H 1.63 -1.56 3.70
H 0.20 -1.54 2.56
H -0.94 0.57 2.68
*
```

As for the SMILES: CC(C)O.CC(C)O.CC(C)O.CC(C)O.CC(C)O.CC(C)O.CC(C)O.CC(C)O.CC(C)O.CC(C)O. As for the energy above the lowest of the compared OMol25 structures with the same formula, charge and spin: 2.782 eV. As for the energy: -52880.4406 eV.